{
  "formula": "C36H40HfOP2",
  "method": "wB97M-V/def2-TZVPD",
  "total_charge": 2,
  "lumo_ev": -7.76,
  "e_tot_ev": -59895.879,
  "relative_energy_kj_mol": 0.0,
  "elements": ["Hf", "C", "C", "C", "C", "C", "C", "C", "C", "C", "H", "H", "H", "H", "H", "H", "H", "H", "H", "H", "H", "H", "H", "H", "H", "P", "P", "C", "C", "C", "C", "C", "C", "C", "C", "C", "C", "C", "C", "C", "C", "C", "C", "C", "C", "C", "C", "C", "C", "C", "C", "C", "C", "H", "H", "H", "H", "H", "H", "H", "H", "H", "H", "H", "H", "H", "H", "H", "H", "H", "H", "H", "H", "H", "H", "C", "O", "H", "H", "H"],
  "positions_angstrom": [[2.7771, 1.2762, 0.6326], [-2.6490, -2.4106, -2.6536], [-3.1561, -1.2242, -2.3050], [-4.3876, -1.0045, -1.4699], [-4.6055, -1.9861, -0.2943], [-3.3657, -2.3464, 0.4740], [-2.5572, -3.3775, 0.2036], [-2.6708, -4.3294, -0.9458], [-3.2164, -3.7495, -2.2710], [3.3378, 1.4021, 2.7604], [-1.7666, -2.4824, -3.3048], [-2.7281, -0.3013, -2.7095], [-5.2949, -1.0299, -2.0999], [-4.3416, 0.0192, -1.0615], [-5.2855, -1.4844, 0.4141], [-5.1267, -2.8841, -0.6497], [-3.1940, -1.7021, 1.3451], [-1.7712, -3.6681, 0.9005], [-3.3015, -5.1899, -0.6595], [-1.6678, -4.7481, -1.1332], [-2.9326, -4.4625, -3.0613], [-4.3122, -3.7253, -2.2370], [4.4345, 1.2180, 2.7464], [2.8910, 0.8547, 3.6010], [3.2318, 2.4668, 3.0466], [0.7854, 1.5487, -1.0268], [0.8926, -0.0099, 1.8196], [-0.6250, 0.5843, -0.3924], [-0.6130, 0.0383, 0.8457], [0.0613, 3.1275, -1.6111], [-1.2871, 3.1312, -1.9892], [-1.8902, 4.3114, -2.4312], [-1.1439, 5.4897, -2.5100], [0.2038, 5.4854, -2.1269], [0.8145, 4.3138, -1.6685], [1.1825, 0.6195, -2.5888], [1.8333, -0.6174, -2.4826], [2.2667, -1.2684, -3.6427], [1.9863, -0.7288, -4.9020], [1.2796, 0.4748, -5.0048], [0.8955, 1.1661, -3.8483], [0.3181, 0.4745, 3.4925], [-0.0438, 1.8200, 3.6651], [-0.2585, 2.3274, 4.9487], [-0.1798, 1.4799, 6.0601], [0.1436, 0.1297, 5.8839], [0.4075, -0.3773, 4.6048], [1.4490, -1.7696, 1.9302], [2.8110, -2.1004, 2.0113], [3.1943, -3.4453, 2.0521], [2.2379, -4.4616, 1.9977], [0.8871, -4.1273, 1.8327], [0.4965, -2.7864, 1.7988], [-1.4376, 0.3737, -1.1054], [-1.4937, -0.3580, 1.3691], [-1.8730, 2.2163, -1.9225], [-2.9362, 4.2934, -2.7299], [-1.6053, 6.4061, -2.8819], [0.7847, 6.4030, -2.2022], [1.8618, 4.2985, -1.3466], [2.0065, -1.0429, -1.4837], [2.8068, -2.2108, -3.5609], [2.3198, -1.2616, -5.7947], [1.0292, 0.8635, -5.9912], [0.3791, 2.1251, -3.9223], [-0.1067, 2.4614, 2.7834], [-0.4902, 3.3835, 5.0872], [-0.3813, 1.8780, 7.0578], [0.1944, -0.5293, 6.7509], [0.6928, -1.4200, 4.4630], [3.5808, -1.3183, 2.0385], [4.2495, -3.7040, 2.1418], [2.5386, -5.5095, 2.0757], [0.1394, -4.9161, 1.7516], [-0.5404, -2.4963, 1.6482], [4.4011, 4.0630, -0.0492], [3.7093, 2.8560, 0.1362], [4.5303, 4.2601, -1.1181], [5.3842, 4.0393, 0.4481], [3.8096, 4.8854, 0.3709]],
  "forces_ev_per_angstrom": [[3.07, 0.99, -0.18], [0.20, 0.23, -0.13], [-0.02, -0.29, -0.41], [-0.20, 0.22, 0.22], [-0.38, 0.22, 0.04], [0.25, -0.23, 0.08], [-0.40, 0.13, 0.46], [0.07, -0.27, -0.31], [-0.08, -0.39, -0.12], [0.00, 0.25, 0.31], [-0.27, 0.37, 0.28], [0.12, -0.32, -0.06], [0.33, 0.08, 0.12], [-0.04, -0.24, -0.11], [0.08, -0.29, -0.29], [0.19, 0.25, 0.22], [0.14, -0.43, -0.09], [-0.22, 0.32, -0.08], [0.21, 0.22, -0.06], [-0.27, 0.11, 0.05], [-0.28, 0.18, 0.21], [0.33, 0.04, -0.15], [-0.25, 0.04, -0.01], [0.20, -0.04, -0.37], [0.06, -0.20, -0.17], [-1.70, -0.36, -1.75], [-1.33, -0.66, 1.67], [-0.05, -0.75, 0.74], [-0.32, 0.34, -0.65], [0.02, 0.17, 0.45], [-0.05, 0.21, 0.06], [0.27, -0.14, -0.02], [0.23, -0.30, 0.07], [0.02, -0.13, -0.06], [-0.23, -0.25, 0.06], [0.21, 0.41, 0.21], [0.23, 0.38, -0.23], [-0.13, -0.08, 0.26], [-0.10, 0.10, 0.32], [0.02, -0.20, 0.25], [0.16, -0.15, -0.05], [0.36, 0.11, 0.21], [0.28, -0.16, 0.21], [-0.14, -0.14, -0.15], [0.05, -0.15, -0.32], [-0.11, 0.09, -0.14], [0.02, 0.30, -0.13], [-0.07, 0.23, -0.65], [-0.13, -0.06, -0.17], [0.11, 0.05, 0.07], [-0.23, 0.33, -0.05], [0.11, 0.17, 0.17], [0.19, 0.02, 0.07], [0.10, 0.33, 0.59], [0.18, -0.18, -0.79], [0.04, 0.31, -0.12], [0.22, 0.05, 0.08], [0.16, -0.28, 0.17], [-0.12, -0.21, 0.07], [-0.39, 0.16, -0.21], [-0.02, -0.15, -0.32], [-0.15, 0.21, -0.04], [-0.15, 0.23, 0.26], [0.08, 0.01, 0.30], [0.19, -0.32, -0.05], [-0.05, 0.06, 0.28], [-0.01, -0.30, -0.07], [0.14, -0.18, -0.35], [0.00, 0.15, -0.27], [-0.06, 0.24, 0.15], [-0.17, -0.25, 0.25], [-0.27, 0.10, -0.02], [-0.08, 0.40, -0.10], [0.16, 0.22, 0.01], [0.20, -0.26, 0.14], [0.21, 1.07, -0.02], [-0.60, -1.32, 0.21], [0.07, -0.16, 0.15], [-0.42, -0.14, -0.19], [0.17, -0.15, 0.00]],
  "mulliken_charge": [1.352, -0.423, -0.373, -0.777, -1.124, -0.058, -0.439, -0.942, -0.901, -1.320, 0.397, 0.706, 0.354, 0.265, 0.424, 0.353, 0.626, 0.493, 0.335, 0.351, 0.468, 0.334, 0.479, 0.409, 0.398, 1.211, 0.980, -0.362, -0.592, 0.185, -0.041, -0.596, -0.631, -0.554, -0.429, 0.691, 0.069, -0.787, -0.615, -0.744, -0.408, 0.223, -0.446, -0.709, -0.535, -0.652, -0.234, 0.585, -0.316, -0.739, -0.693, -0.409, -0.069, -0.070, 0.678, 0.274, 0.460, 0.409, 0.429, 0.237, 0.041, 0.446, 0.420, 0.450, 0.357, 0.404, 0.416, 0.404, 0.412, 0.426, 0.071, 0.429, 0.422, 0.501, 0.228, -0.714, -0.840, 0.298, 0.320, 0.324]
}